C18H21ClN7ORuS as an isolated structure in a non-equilibrium geometry, computed with ωB97M-V/def2-TZVPD.

Summary:
- ΔE to the lowest compared entry with this formula, charge and spin: 8.5 kcal/mol
- Gap between HOMO and LUMO (spin up / spin down): 6.3 / 6.2 eV
- E_LUMO (spin up / spin down): -0.200 / -2.139 eV
- E_HOMO (spin up / spin down): -6.524 / -8.346 eV
- Charge: 0
- 2S+1: 6

Each line ends with the Löwdin charge.
Positions of all 50 atoms, in Å:
Ru 0.295 0.674 1.433  1.2562
N -2.458 -1.775 4.189  0.1772
C -1.776 -0.914 3.327  -0.4673
O -0.565 -0.639 3.511  -0.0751
C -2.566 -0.225 2.240  -0.1695
C -1.791 0.889 1.517  -0.2271
H -1.887 -2.284 4.818  0.0971
H -3.308 -2.197 3.868  0.1021
H -3.539 0.018 2.536  0.1015
H -2.768 -0.996 1.564  0.0878
H -1.851 1.864 2.022  0.0719
H -2.177 1.002 0.538  0.0284
S 0.165 4.676 -0.808  1.0366
C 1.240 4.866 0.543  -0.3938
C 1.420 3.700 1.195  -0.2253
C 0.559 2.610 0.745  -0.3349
C -0.160 3.026 -0.351  -0.5192
C -1.008 2.218 -1.255  -0.3619
C -2.220 2.758 -1.735  -0.0295
C -2.967 1.950 -2.534  -0.0703
C -2.554 0.656 -2.802  -0.0491
C -1.339 0.223 -2.271  -0.1193
N -0.597 1.010 -1.523  0.0736
H 1.753 5.829 0.656  0.0772
H 2.096 3.610 1.951  0.0356
H -2.530 3.756 -1.488  0.1060
H -3.934 2.236 -2.956  0.1180
H -3.085 -0.070 -3.448  0.1192
H -1.006 -0.841 -2.428  0.1247
Cl 2.138 0.882 2.843  -0.0165
N 4.390 -2.434 -1.416  0.0003
C 3.666 -1.162 -1.395  -0.2876
C 2.637 -1.077 -0.289  -0.2587
N 2.080 0.284 -0.116  -0.0817
H 5.204 -2.408 -0.825  0.0646
H 4.618 -2.685 -2.377  0.0728
H 1.820 -3.273 -2.096  0.0260
H 3.207 -0.984 -2.378  0.1178
H 4.339 -0.311 -1.222  0.1053
H 3.019 -1.378 0.680  0.1100
H 1.753 -1.665 -0.463  0.0497
H 1.488 0.565 -0.935  0.0764
H 2.761 0.990 0.058  0.0526
N -0.113 -1.270 0.718  0.0565
C -0.327 -2.307 0.220  -0.1722
C -0.624 -3.426 -0.537  -0.2742
C 0.003 -3.735 -1.757  -0.1788
N 0.935 -3.524 -2.537  0.0803
C -1.763 -4.155 0.089  -0.2178
N -2.674 -4.557 0.681  0.1038

=====

C18H21CrN7O4S as an isolated structure in a non-equilibrium geometry, computed with ωB97M-V/def2-TZVPD.

Summary:
- Gap between HOMO and LUMO (spin up / spin down): 6.9 / 7.5 eV
- E_LUMO (spin up / spin down): -4.047 / -3.475 eV
- E_HOMO (spin up / spin down): -10.968 / -10.969 eV
- Charge: +1
- 2S+1: 2

Each line ends with the Löwdin charge.
Positions of all 52 atoms, in Å:
Cr 0.398 0.778 0.600  0.8868
N 0.266 2.707 -0.317  -0.0159
C 0.020 3.908 0.495  -0.1902
C -0.904 3.585 1.664  -0.0750
C -0.148 2.755 2.728  -0.6041
O 0.031 3.188 3.841  0.1123
O 0.288 1.628 2.299  -0.1341
H 1.038 2.892 -0.956  0.1142
H -0.543 2.555 -0.936  0.0638
H -0.439 4.686 -0.129  0.1306
H 0.974 4.290 0.876  0.1361
H -1.760 2.997 1.323  0.1197
H -1.248 4.506 2.133  0.1280
N -5.653 -3.638 -2.930  0.1388
C -4.687 -2.791 -2.512  -0.3029
C -4.157 -1.832 -3.392  -0.0062
C -3.169 -0.970 -2.977  -0.0427
C -2.692 -1.040 -1.675  -0.2931
C -3.198 -1.981 -0.788  -0.0664
C -4.186 -2.849 -1.199  -0.0074
S -1.493 0.140 -1.137  0.6888
O -1.703 0.450 0.294  -0.3297
O -1.516 1.314 -1.967  -0.2858
N 0.046 -0.403 -1.103  -0.1277
C 0.137 -1.507 -0.321  -0.5088
N -0.167 -2.725 -0.726  0.1731
C -0.018 -3.703 0.156  -0.0782
C 0.413 -3.477 1.457  -0.0058
C 0.685 -2.164 1.813  -0.0469
N 0.540 -1.187 0.931  0.0354
H -6.036 -3.552 -3.855  0.1103
H -6.062 -4.309 -2.305  0.1101
H -4.546 -1.784 -4.398  0.1186
H -2.771 -0.214 -3.633  0.1190
H -2.843 -2.004 0.231  0.1173
H -4.593 -3.582 -0.516  0.1170
H -0.268 -4.689 -0.211  0.1232
H 0.510 -4.272 2.176  0.1124
H 1.010 -1.886 2.807  0.1370
N 6.548 1.198 1.108  0.1550
C 5.213 1.133 1.004  -0.3015
C 4.577 1.069 -0.251  0.0079
C 3.209 0.979 -0.323  -0.1105
N 2.406 0.953 0.751  -0.0657
C 3.005 1.039 1.952  -0.0930
C 4.361 1.132 2.125  0.0200
H 7.126 1.172 0.285  0.1176
H 6.999 1.246 2.005  0.1189
H 5.173 1.094 -1.150  0.1188
H 2.719 0.922 -1.285  0.1195
H 2.345 1.042 2.808  0.1196
H 4.763 1.203 3.123  0.1217

=====

A 3-piece molecular cluster, C18H21F3N2O5 overall in a non-equilibrium geometry, computed with ωB97M-V/def2-TZVPD.

Summary:
- SMILES string: CC(=O)N(C)c1cc2c(cc1C(F)(F)F)C(=O)NC2=O.CC(C)=O.CC(C)=O
- Gap between HOMO and LUMO: 9.4 eV
- E_LUMO: -0.381 eV
- E_HOMO: -9.767 eV
- Charge: 0

Each line ends with the Löwdin charge.
Positions of all 49 atoms, in Å:
C -2.610 2.311 0.322  0.0219
C -1.120 2.450 0.222  -0.4718
O -0.621 3.323 -0.432  0.1263
N -0.341 1.508 0.971  -0.0515
C -0.361 0.203 0.287  -0.0347
C 0.982 2.050 1.157  -0.1433
C 1.995 1.894 0.206  0.0871
C 3.206 2.506 0.443  -0.0681
C 3.461 3.252 1.575  -0.0768
C 2.488 3.382 2.547  0.0889
C 1.248 2.773 2.331  -0.0124
C 0.216 2.959 3.429  -0.5746
F 0.823 3.158 4.617  0.1292
F -0.526 4.058 3.197  0.1482
F -0.607 1.931 3.610  0.1557
C 4.842 3.807 1.476  -0.3718
O 5.548 4.243 2.318  0.1651
N 5.222 3.667 0.081  0.1498
C 4.458 2.560 -0.399  -0.3799
O 4.775 1.770 -1.229  0.1566
H -2.945 1.446 -0.247  0.0832
H -3.044 3.193 -0.133  0.0863
H -2.932 2.261 1.357  0.0889
H 0.086 0.218 -0.704  0.0880
H 0.088 -0.551 0.923  0.1034
H -1.394 -0.098 0.158  0.0514
H 1.842 1.339 -0.704  0.1260
H 2.675 3.953 3.442  0.1380
H 5.067 4.507 -0.462  0.1545
C -3.807 -3.908 -0.711  -0.0242
C -3.102 -2.744 -0.067  -0.4928
C -3.064 -2.716 1.442  -0.0149
O -2.585 -1.869 -0.728  0.0479
H -3.756 -3.810 -1.791  0.0741
H -3.321 -4.840 -0.421  0.0901
H -4.853 -3.933 -0.400  0.0869
H -2.556 -3.605 1.819  0.0881
H -4.079 -2.691 1.841  0.0873
H -2.529 -1.831 1.781  0.0724
C 0.075 -3.990 -4.596  -0.0221
C -0.422 -4.110 -3.176  -0.4959
C 0.430 -3.481 -2.100  -0.0200
O -1.454 -4.681 -2.912  0.0642
H -0.626 -4.480 -5.267  0.0811
H 0.160 -2.938 -4.874  0.0861
H 1.053 -4.464 -4.692  0.0850
H 0.527 -2.410 -2.281  0.0825
H 1.423 -3.934 -2.095  0.0861
H -0.038 -3.636 -1.130  0.0741

=====

A single C18H21FN4O2S molecule in a non-equilibrium geometry, computed with ωB97M-V/def2-TZVPD.

Summary:
- SMILES string: O=C(C[C@@H]1S/C(=N\N=C2CCCCCC2)NC1=O)Nc1ccccc1F
- ΔE to the lowest compared entry with this formula, charge and spin: 362.0 kcal/mol
- Gap between HOMO and LUMO: 7.5 eV
- E_LUMO: 0.330 eV
- E_HOMO: -7.192 eV
- Charge: 0

Each line ends with the Löwdin charge.
Positions of all 47 atoms, in Å:
O -4.024 -2.510 0.699  0.0078
C -3.019 -2.211 -0.132  -0.3559
C -2.184 -3.233 -0.459  -0.1436
C -0.908 -3.161 0.389  -0.4088
S -0.017 -1.684 0.111  1.1145
C 1.343 -2.285 -0.450  -0.5664
N 2.498 -1.767 -1.039  0.0483
N 2.645 -0.572 -1.248  0.0029
C 3.355 0.412 -1.003  -0.2800
C 3.678 1.581 -1.443  -0.1378
C 3.417 2.720 -0.374  -0.1607
C 2.344 2.634 0.551  -0.3434
C 2.659 2.070 1.739  -0.2068
C 2.764 0.421 1.534  -0.1770
C 3.889 0.063 0.658  -0.0619
N 1.222 -3.749 -0.607  0.1831
C 0.202 -4.128 -0.102  -0.5138
O -0.192 -5.358 0.192  -0.0432
N -2.806 -0.862 -0.655  0.1330
C -3.631 0.180 -0.395  -0.2005
C -4.831 0.083 0.230  0.0667
C -5.563 1.378 0.631  -0.0734
C -5.104 2.512 0.205  -0.0864
C -3.873 2.635 -0.836  0.0274
C -3.263 1.436 -0.999  -0.2091
F -2.031 1.330 -1.651  0.0071
H -2.488 -4.370 -0.427  0.1874
H -1.755 -3.140 -1.585  0.1880
H -1.014 -3.252 1.345  0.0643
H 4.601 1.355 -1.889  0.1342
H 2.906 1.818 -2.273  0.1690
H 3.265 3.727 -0.860  0.1414
H 4.320 2.815 0.121  0.0939
H 1.358 2.298 0.087  0.1720
H 2.068 3.610 0.886  0.1174
H 1.853 2.179 2.779  0.1952
H 3.555 2.424 2.211  0.0993
H 1.875 0.219 1.409  -0.0187
H 3.091 0.043 2.465  0.0979
H 4.048 -1.170 0.743  0.1605
H 4.745 0.518 0.807  0.0355
H 1.897 -4.304 -0.901  0.1240
H -2.147 -0.822 -1.320  0.0588
H -5.222 -0.563 0.845  0.0385
H -6.393 1.301 1.052  0.0203
H -5.634 3.670 0.094  0.1587
H -3.497 3.708 -1.132  0.1401

=====

C18H21Ge2IrN3O8P2 as an isolated structure in a non-equilibrium geometry, computed with ωB97M-V/def2-TZVPD.

Summary:
- ΔE to the lowest compared entry with this formula, charge and spin: 0.0 kcal/mol
- Gap between HOMO and LUMO (spin up / spin down): 7.0 / 7.1 eV
- E_LUMO (spin up / spin down): -2.350 / -2.145 eV
- E_HOMO (spin up / spin down): -9.348 / -9.238 eV
- Charge: 0
- 2S+1: 2

Each line ends with the Löwdin charge.
Positions of all 55 atoms, in Å:
Ir -0.027 -1.732 -0.915  1.0961
O 0.345 -4.367 -0.313  -0.1771
P 1.349 -4.202 -1.585  0.2146
O 1.679 -5.473 -2.211  -0.2320
O 0.654 -3.047 -2.361  -0.4190
O 2.578 -3.501 -0.823  -0.2508
P 3.117 -2.028 -1.191  0.2264
O 4.254 -1.829 -0.101  -0.0816
O 3.639 -1.891 -2.546  -0.2380
O 1.921 -1.124 -0.762  -0.5452
H 0.115 -5.294 -0.171  0.0898
H 3.973 -2.086 0.785  0.0880
C -0.695 0.324 -3.466  -0.2385
Ge 0.580 1.004 -2.161  0.8487
C 2.371 0.782 -2.809  -0.2157
C 0.234 2.856 -1.615  -0.2207
Ge -0.320 0.342 0.422  0.9049
C -2.067 1.172 0.684  -0.3089
C -2.732 1.107 1.910  -0.1105
C -3.958 1.722 2.095  -0.0745
C -4.548 2.424 1.054  -0.0753
C -3.906 2.501 -0.170  -0.0717
C -2.680 1.878 -0.351  -0.1250
C 1.021 1.073 1.622  -0.3083
C 2.050 1.880 1.143  -0.1148
C 3.001 2.416 1.998  -0.0713
C 2.940 2.148 3.356  -0.0771
C 1.925 1.342 3.851  -0.0766
C 0.977 0.812 2.991  -0.1131
H -0.568 0.879 -4.401  0.0321
H -1.727 0.423 -3.140  0.0159
H -0.487 -0.723 -3.666  0.0148
H 2.421 1.484 -3.650  0.0449
H 2.566 -0.232 -3.144  0.0075
H 3.124 1.060 -2.075  0.0362
H -0.417 3.276 -2.381  0.0404
H 1.191 3.376 -1.617  0.0343
H -0.239 3.000 -0.647  0.0108
H -2.291 0.576 2.746  0.0913
H -4.455 1.654 3.054  0.1077
H -5.506 2.905 1.196  0.1070
H -4.362 3.038 -0.991  0.1080
H -2.217 1.937 -1.327  0.0670
H 2.150 2.094 0.086  0.0671
H 3.796 3.031 1.600  0.1080
H 3.683 2.559 4.025  0.1063
H 1.873 1.123 4.909  0.1065
H 0.201 0.181 3.408  0.0841
O -1.989 -2.286 -0.932  -0.2867
N -2.647 -3.113 -0.220  0.0427
C -2.476 -3.136 1.087  -0.2898
C -1.568 -2.202 1.636  -0.0689
N -0.741 -1.380 1.615  0.0889
C -3.245 -4.020 1.896  -0.1711
N -3.860 -4.716 2.570  0.1722

=====

no.,E (Eh)
1,-2110.1233
2,-2825.2917
3,-1483.8311
4,-1565.5436
5,-6405.6673